Model A:
Density functional theory data (wB97M-V/def2-TZVPD) for a molecular structure, C4H6OS.

## Properties
Highest occupied orbital energy in eV: -8.817
Net charge: 0
Kohn-Sham gap in eV: 9.37

Each line ends with the natural charge from an NBO analysis.
Element x y z (Å)
S  3.2687  -0.3228  -0.1412  -0.034
O  0.7552  -1.1642  0.3136  -0.474
C  -0.3227  -0.2067  0.4795  0.104
C  -1.4816  -0.4361  -0.4476  -0.633
C  0.6639  0.9345  0.1073  -0.519
C  1.6778  -0.1813  0.1245  0.222
H  -2.0638  0.5142  -0.5106  0.220
H  -0.5784  -0.2647  1.5677  0.190
H  0.8062  1.7008  0.8732  0.241
H  0.5304  1.3632  -0.8494  0.240
H  -2.1701  -1.2162  -0.1704  0.224
H  -1.0858  -0.7208  -1.3466  0.219

***

Model B:
Density functional theory data (wB97M-V/def2-TZVPD) for a single C4H6OS molecule.

## Properties
Highest occupied orbital energy in eV: -7.882
SMILES string: C1=CSCCO1
Net charge: 0
Kohn-Sham gap in eV: 8.72

Each line ends with the natural charge from an NBO analysis.
Element x y z (Å)
S  1.7255  0.7381  0.1887  0.223
O  -1.0989  -0.9484  -0.1867  -0.466
C  0.0879  -1.4974  0.0914  0.096
C  0.0467  1.2596  -0.3667  -0.529
C  -1.1046  0.4187  0.0969  -0.086
C  1.2164  -0.9379  0.4173  -0.468
H  0.1866  -2.5532  -0.1603  0.198
H  0.1149  1.2648  -1.4339  0.211
H  -1.9592  0.8976  -0.3290  0.200
H  -1.1999  0.6305  1.1745  0.177
H  2.0613  -1.5100  0.6205  0.222
H  -0.0767  2.2376  -0.1128  0.223

***

According to the calculations, the structures order from most to least stable as model A, model B.

***

Model A:
Density functional theory data (wB97M-V/def2-TZVPD) for a single C4H6OS molecule.

## Properties
Highest occupied orbital energy (alpha / beta) in eV: -8.388 / -8.388
Net charge: 0
Kohn-Sham gap (alpha / beta) in eV: 8.50 / 8.50

Each line ends with the natural charge from an NBO analysis.
Element x y z (Å)
S  2.0443  -0.3053  -0.3248  1.160
O  2.4742  0.9343  0.3085  -0.938
C  -0.8538  1.2222  -0.2128  -0.680
C  -0.3560  -1.4859  -0.2743  -0.426
C  -0.1420  -0.0399  -0.3964  -0.027
C  0.6461  -0.8109  0.6513  -0.500
H  0.5109  -0.4536  1.7193  0.251
H  -1.3927  1.3953  0.7806  0.224
H  0.0202  1.9941  -0.2486  0.263
H  -1.3132  -1.7865  0.0677  0.231
H  -1.6546  1.3987  -1.0292  0.228
H  0.0168  -2.0625  -1.0414  0.213

***

Model B:
Density functional theory data (wB97M-V/def2-TZVPD) for a molecular structure, C4H6OS.

## Properties
Highest occupied orbital energy in eV: -9.165
Net charge: 0
Kohn-Sham gap in eV: 9.74

Each line ends with the natural charge from an NBO analysis.
Element x y z (Å)
S  1.4577  -0.0100  -0.3863  0.184
O  -2.1022  0.6925  -0.0762  -0.500
C  -0.8980  0.4984  -0.1175  0.607
C  0.2982  1.3822  -0.4909  -0.631
C  -0.1411  -0.8454  -0.0482  -0.429
C  -0.2537  -1.5101  1.2861  -0.635
H  0.0663  -0.8518  2.1105  0.215
H  0.4457  2.1742  0.2053  0.239
H  0.4580  -2.3832  1.4588  0.227
H  -1.2942  -1.7366  1.6117  0.234
H  0.2950  1.7975  -1.5174  0.247
H  -0.5089  -1.5319  -0.8544  0.242

***

Model C:
Density functional theory data (wB97M-V/def2-TZVPD) for a molecular structure, C4H6OS.

## Properties
Highest occupied orbital energy in eV: -8.244
Net charge: 0
Kohn-Sham gap in eV: 8.73

Each line ends with the natural charge from an NBO analysis.
Element x y z (Å)
S  -2.0266  0.5950  1.2708  0.585
O  -1.6027  1.7344  0.0781  -0.693
C  -0.3449  0.6439  -0.3886  0.288
C  -0.6446  -0.1875  0.6020  -0.254
C  0.0570  -1.4688  0.9224  -0.642
C  0.7914  0.9157  -1.2076  -0.691
H  0.9475  0.0283  -1.7926  0.250
H  0.0612  -2.1201  0.1539  0.225
H  0.4946  1.6659  -2.0559  0.251
H  1.5667  1.3088  -0.6825  0.229
H  1.0120  -1.1959  1.3538  0.225
H  -0.3116  -1.9197  1.7461  0.226

***

Model D:
Density functional theory data (wB97M-V/def2-TZVPD) for a single C4H6OS molecule.

## Properties
Highest occupied orbital energy in eV: -9.483
SMILES string: C#C[C@@H](O)CS
Net charge: 0
Kohn-Sham gap in eV: 10.18

Each line ends with the natural charge from an NBO analysis.
Element x y z (Å)
S  -0.0483  1.5276  -2.0369  -0.075
O  -1.4111  0.7071  0.7173  -0.688
C  0.6093  -1.8364  1.9172  -0.209
C  -0.4815  -0.1197  0.1150  0.022
C  0.6501  0.7630  -0.4862  -0.519
C  0.2468  -1.0348  1.0924  -0.060
H  -0.1856  0.4711  -2.8541  0.122
H  0.9605  -2.5344  2.6823  0.245
H  -0.8240  -0.7024  -0.7264  0.192
H  0.8374  1.6277  0.2365  0.247
H  -2.0158  0.9458  -0.0339  0.486
H  1.6621  0.1853  -0.6231  0.238

***

According to the calculations, the structures order from most to least stable as model B, model D, model C, model A.

***

Model A:
Density functional theory data (wB97M-V/def2-TZVPD) for a single C4H6OS molecule.

## Properties
Highest occupied orbital energy in eV: -9.148
SMILES string: O[C@H]1CCC1=S
Net charge: 0
Kohn-Sham gap in eV: 8.81

Each line ends with the natural charge from an NBO analysis.
Element x y z (Å)
S  2.5753  -0.1569  -0.1175  0.015
O  0.4491  2.0835  -0.1189  -0.729
C  -0.0466  0.8524  0.3488  0.038
C  -1.0799  -0.1247  -0.4366  -0.382
C  0.9562  -0.2834  0.1915  -0.030
C  -0.1236  -1.2909  0.0814  -0.497
H  -0.8903  -0.1039  -1.4985  0.209
H  -2.0559  -0.1922  -0.1439  0.207
H  -0.4058  0.8173  1.3534  0.184
H  1.5518  2.0898  -0.2736  0.502
H  -0.5408  -1.3998  1.0932  0.233
H  -0.3895  -2.2912  -0.4793  0.251

***

Model B:
Density functional theory data (wB97M-V/def2-TZVPD) for a single C4H6OS molecule.

## Properties
Highest occupied orbital energy in eV: -8.794
SMILES string: O[C@@H]1C[C@H]1C=S
Net charge: 0
Kohn-Sham gap in eV: 8.24

Each line ends with the natural charge from an NBO analysis.
Element x y z (Å)
S  -0.0732  2.6667  -1.9124  -0.008
O  1.2153  0.0677  1.8299  -0.700
C  -0.0448  -0.2676  0.9504  0.083
C  0.2883  0.2078  -0.5294  -0.378
C  -0.0210  -1.2583  -0.2428  -0.425
C  -0.6111  1.1945  -1.2004  -0.206
H  1.2007  0.7624  -0.6662  0.271
H  -1.7800  0.8521  -1.4646  0.202
H  -1.0728  0.2719  1.2047  0.206
H  1.3365  -0.8904  2.3633  0.469
H  0.6175  -2.1070  0.0823  0.256
H  -1.0554  -1.4997  -0.4150  0.231

***

Model C:
Density functional theory data (wB97M-V/def2-TZVPD) for a single C4H6OS molecule.

## Properties
Highest occupied orbital energy in eV: -9.372
SMILES string: C[C@H]1CSC1=O
Net charge: 0
Kohn-Sham gap in eV: 10.14

Each line ends with the natural charge from an NBO analysis.
Element x y z (Å)
S  2.2784  0.2291  -0.2009  0.154
O  0.6744  2.3403  -0.0533  -0.514
C  0.9875  -1.0151  0.0292  -0.514
C  0.8362  1.2130  0.2751  0.475
C  -1.3346  0.0990  -0.3839  -0.608
C  -0.0457  0.0439  0.5393  -0.328
H  -1.4367  1.0419  -0.9409  0.231
H  -2.2556  0.0472  0.1748  0.216
H  -0.2764  -0.0590  1.5517  0.236
H  0.8613  -1.6409  -0.8546  0.229
H  -1.4050  -0.6776  -1.0563  0.211
H  1.1161  -1.6217  0.9199  0.212

***

According to the calculations, the structures order from most to least stable as model C, model A, model B.

***

Model A:
Density functional theory data (wB97M-V/def2-TZVPD) for 2 unconnected molecules or ions with the total composition C2H6NP.

## Properties
Highest occupied orbital energy (alpha / beta) in eV: -8.196 / -8.197
Net charge: 0
Kohn-Sham gap (alpha / beta) in eV: 8.41 / 8.41

Each line ends with the natural charge from an NBO analysis.
Element x y z (Å)
P  -0.3232  -1.0456  -0.4896  0.847
N  -1.4308  0.3306  -0.2629  -0.861
C  -0.9837  -0.1795  0.9685  -0.274
C  1.2805  -0.1323  -0.7843  -0.950
H  1.4393  0.4434  0.1305  0.248
H  -2.4535  0.3170  -0.4050  0.396
H  1.1359  0.5406  -1.5886  0.238
H  0.6614  0.8632  1.5009  -0.112
H  -1.5378  -0.3520  1.9183  0.231
H  2.2119  -0.7854  -0.9878  0.238

***

Model B:
Density functional theory data (wB97M-V/def2-TZVPD) for 2 unconnected molecules or ions with the total composition C2H6NP.

## Properties
Highest occupied orbital energy (alpha / beta) in eV: -7.899 / -8.412
Net charge: 0
Kohn-Sham gap (alpha / beta) in eV: 6.55 / 7.68

Each line ends with the natural charge from an NBO analysis.
Element x y z (Å)
P  -0.7574  -0.1269  0.2176  1.284
N  -0.9477  -0.7796  -1.1381  -1.182
C  -2.4410  0.1430  0.6825  -0.843
C  1.7503  -0.1106  0.5184  -0.662
H  -2.9943  0.6011  -0.0558  0.208
H  -0.4907  -0.7379  -2.0629  0.402
H  1.9531  0.1340  1.5624  0.199
H  -2.5373  0.6848  1.6011  0.188
H  2.2822  0.7528  -0.0979  0.205
H  1.9452  -1.0676  0.0636  0.201

***

Model C:
Density functional theory data (wB97M-V/def2-TZVPD) for 2 unconnected molecules or ions with the total composition C2H6NP.

## Properties
Highest occupied orbital energy (alpha / beta) in eV: -9.969 / -8.220
Net charge: 0
Kohn-Sham gap (alpha / beta) in eV: 9.16 / 7.73

Each line ends with the natural charge from an NBO analysis.
Element x y z (Å)
P  -2.1168  0.4114  -0.1429  0.327
N  1.8773  0.8890  -0.0435  -0.604
C  -0.3363  0.5216  0.2552  -0.436
C  0.8402  0.2565  -0.4811  -0.017
H  -2.5968  -0.3788  1.0357  0.005
H  0.8161  -0.5964  -1.3062  0.173
H  0.5710  -1.8646  0.8217  0.000
H  -1.8505  -0.7134  -0.9081  -0.021
H  -0.0029  0.8561  1.2771  0.234
H  2.7987  0.6185  -0.5079  0.339

***

According to the calculations, the structures order from most to least stable as model A, model B, model C.

***

Model A:
Density functional theory data (wB97M-V/def2-TZVPD) for a molecular structure, C2H4N3P.

## Properties
Highest occupied orbital energy in eV: -8.913
Net charge: 0
Kohn-Sham gap in eV: 8.87

Each line ends with the natural charge from an NBO analysis.
Element x y z (Å)
P  -0.8023  1.1368  1.3366  0.901
N  -0.0257  0.3315  0.1392  -0.697
N  -0.3481  2.4902  -0.8463  -0.140
N  0.1367  1.4653  -1.2330  0.028
C  -0.8936  2.6434  0.3656  -0.537
C  0.3372  -0.9504  -0.2592  -0.411
H  1.0679  -0.9887  -1.0787  0.218
H  0.7597  -1.4710  0.4836  0.197
H  -0.5438  -1.4170  -0.4555  0.199
H  -1.4471  3.5326  0.7793  0.241

***

Model B:
Density functional theory data (wB97M-V/def2-TZVPD) for a single C2H4N3P molecule.

## Properties
Highest occupied orbital energy in eV: -9.017
SMILES string: Pc1cn[nH]n1
Net charge: 0
Kohn-Sham gap in eV: 10.00

Each line ends with the natural charge from an NBO analysis.
Element x y z (Å)
P  -1.8150  0.1275  0.5036  0.370
N  1.9980  0.8486  0.2165  -0.208
N  2.2047  -0.4034  0.3371  -0.244
N  0.7098  1.2433  0.3126  -0.272
C  -0.0544  0.2247  0.3464  -0.182
C  1.1576  -1.0985  0.3219  -0.058
H  2.8386  1.5350  0.3995  0.412
H  -1.7169  -1.1699  0.3916  -0.040
H  1.0481  -2.1926  0.2973  0.223
H  -2.0814  0.3471  -1.0041  0.000

***

According to the calculations, the structures order from most to least stable as model A, model B.

***

Model A:
Density functional theory data (wB97M-V/def2-TZVPD) for a single C17H18FN3O2S molecule.

## Properties
Highest occupied orbital energy in eV: -7.982
SMILES string: O=C(NCC(=O)N1CCN(c2ccccc2F)CC1)c1cccs1
Net charge: 0
Kohn-Sham gap in eV: 8.60

Each line ends with the natural charge from an NBO analysis.
Element x y z (Å)
S  4.2634  -3.2492  -0.8204  0.442
F  -3.7945  -1.1412  0.9315  -0.348
O  0.1110  -1.7511  -1.4327  -0.637
O  4.0470  0.6843  -0.5042  -0.628
N  2.5344  -0.8060  -1.2584  -0.611
N  -2.7476  1.3403  -0.1181  -0.427
N  -0.9297  0.2168  -1.7302  -0.426
C  -3.7612  -0.2598  3.0871  -0.275
C  5.8091  -3.7570  -0.2782  -0.391
C  -3.4708  0.7501  3.9858  -0.236
C  -2.9360  1.9335  3.5078  -0.202
C  1.5115  0.1808  -1.4784  -0.317
C  6.5815  -2.7161  0.1325  -0.265
C  -2.9813  1.1034  1.2182  0.095
C  0.1668  -0.5388  -1.5338  0.682
C  -2.7034  2.1072  2.1585  -0.246
C  -0.9878  1.6560  -1.7948  -0.227
C  -3.5117  -0.0833  1.7420  0.395
C  4.6554  -1.5915  -0.4905  -0.325
C  5.9233  -1.4780  0.0112  -0.183
C  -1.6596  2.2072  -0.5223  -0.213
C  -2.2331  -0.4344  -1.7236  -0.229
C  3.7343  -0.4721  -0.7346  0.654
C  -3.2856  0.5475  -1.1941  -0.225
H  -1.5649  1.9367  -2.6825  0.198
H  -3.6588  0.6122  5.0383  0.217
H  -4.1688  -1.2043  3.4123  0.229
H  2.2097  -1.7649  -1.3211  0.427
H  1.6942  0.7055  -2.4259  0.214
H  -2.3158  3.0524  1.8136  0.214
H  -0.9210  2.2486  0.2832  0.209
H  6.3497  -0.5279  0.2769  0.242
H  6.0534  -4.8009  -0.2966  0.237
H  1.5433  0.9148  -0.6650  0.233
H  -2.0177  3.2281  -0.7198  0.188
H  -2.7053  2.7378  4.1899  0.215
H  -4.1710  0.0072  -0.8703  0.242
H  -2.4929  -0.7689  -2.7343  0.196
H  0.0066  2.0846  -1.8944  0.229
H  -3.5976  1.2341  -1.9906  0.185
H  -2.1612  -1.3148  -1.0807  0.242
H  7.5830  -2.8289  0.5070  0.227

***

Model B:
Density functional theory data (wB97M-V/def2-TZVPD) for a single C17H18FN3O2S molecule.

## Properties
Highest occupied orbital energy in eV: -8.576
SMILES string: O=C(CSc1ccc(-c2ccc(F)cc2)nn1)NC[C@@H]1CCCO1
Net charge: 0
Kohn-Sham gap in eV: 8.63

Each line ends with the natural charge from an NBO analysis.
Element x y z (Å)
S  -3.5929  -0.0297  -1.0453  0.301
F  5.0501  -4.4563  -3.3187  -0.321
O  0.0457  3.3370  1.6419  -0.525
O  -3.1735  2.3545  1.6697  -0.636
N  -0.9673  -0.4004  -1.2378  -0.289
N  0.1178  -1.0377  -1.5510  -0.201
N  -1.4181  1.0096  1.1691  -0.629
C  1.5265  -4.2185  -2.5818  -0.174
C  0.9065  2.6275  3.6914  -0.427
C  -1.1503  -2.8511  -2.4228  -0.174
C  1.3791  -2.8397  -2.4364  -0.095
C  2.4983  -2.0173  -2.5790  -0.154
C  3.7348  -2.5526  -2.8762  -0.279
C  2.7601  -4.7666  -2.8763  -0.283
C  -0.0164  3.8204  3.9748  -0.442
C  3.8475  -3.9243  -3.0252  0.412
C  -0.7513  1.1681  2.4347  -0.257
C  -2.1612  -0.9265  -1.4773  0.019
C  0.0831  -2.2308  -2.1263  0.147
C  -2.9313  1.6074  -0.5960  -0.615
C  -2.2999  -2.1876  -2.0858  -0.212
C  -0.5737  4.1958  2.5864  -0.087
C  0.4296  2.1593  2.3112  0.090
C  -2.5237  1.7126  0.8706  0.674
H  -0.3827  0.1999  2.7834  0.200
H  0.8265  1.8430  4.4405  0.211
H  0.6829  -4.8770  -2.4428  0.213
H  0.5281  4.6486  4.4238  0.214
H  2.8883  -5.8317  -2.9879  0.232
H  -0.9004  0.5921  0.3978  0.427
H  -0.3302  5.2190  2.2925  0.183
H  1.2211  1.7028  1.7081  0.188
H  2.3762  -0.9534  -2.4535  0.241
H  1.9450  2.9517  3.6290  0.212
H  -0.8259  3.5407  4.6471  0.210
H  -3.7466  2.3039  -0.7887  0.256
H  -2.0862  1.8068  -1.2530  0.255
H  -1.1866  -3.8070  -2.9213  0.225
H  -3.2824  -2.5873  -2.2804  0.233
H  -1.4905  1.5565  3.1384  0.225
H  -1.6618  4.0657  2.5473  0.197
H  4.6055  -1.9273  -2.9941  0.233

***

According to the calculations, the structures order from most to least stable as model A, model B.